Record 1
8
Properties=species:S:1:pos:R:3:mulliken_charge:R:1 method="wB97M-V/def2-TZVPD" relative_energy_kcal_mol=89.9 lumo_ev="-3.86 / -3.86"
C -1.2748 -0.2630 -0.2753 0.56
N -0.4728 0.1686 0.5669 -0.21
O 1.4393 -1.7389 0.5349 -0.40
P 1.1702 -0.2908 0.5935 0.74
Cl -2.7681 0.4333 -0.4024 -0.05
Cl -0.9042 -1.6575 -1.2563 -0.10
Cl 1.9668 0.9662 1.9128 -0.04
Cl 0.8437 2.3821 -1.6741 -0.51

=====

Record 2
8
Properties=species:S:1:pos:R:3:mulliken_spin:R:1 method="wB97M-V/def2-TZVPD" total_charge=-1 multiplicity=3 lumo_ev="3.75 / 1.19"
C -1.3980 0.8478 0.0780 0.00
O 1.1399 -1.1687 1.1087 0.30
O -2.5709 0.5834 0.1934 0.00
O 0.6628 -1.5489 -1.0606 0.18
F -0.8327 0.8573 -1.0622 0.00
F -0.7489 1.4512 0.9959 0.00
S 1.5742 -1.8234 -0.0430 0.78
Cl 2.1735 0.8014 -0.2102 0.74

=====

Record 3
9
Properties=species:S:1:pos:R:3:mulliken_charge:R:1 method="wB97M-V/def2-TZVPD" relative_energy_kcal_mol=35.6 lumo_ev="-1.21 / -2.40"
C 0.8801 -0.9702 -0.3226 0.11
N -1.1890 2.1134 -0.2041 0.78
N 0.0537 -1.0215 0.7635 0.82
O -0.4064 1.2629 -0.0715 -0.39
O -1.8462 2.6071 -1.0099 -0.40
O 0.2889 -0.3338 1.7513 -0.50
O -0.8988 -1.7853 0.7115 -0.59
Cl 0.3535 -1.7999 -1.7394 -0.06
I 2.7641 -0.0728 0.1212 0.23

=====

Record 4
5
Properties=species:S:1:pos:R:3:mulliken_charge:R:1 method="wB97M-V/def2-TZVPD" relative_energy_kcal_mol=35.0 lumo_ev=-2.14
C 0.2577 -0.3989 0.4775 0.61
N -0.5807 -0.2224 -0.3597 -0.34
O 0.9856 -0.7734 1.2947 -0.37
S -0.0567 2.7099 -1.7123 -0.14
Cl -0.9793 1.0257 -1.6498 0.25

=====

Record 5
6
Properties=species:S:1:pos:R:3:mulliken_charge:R:1 method="wB97M-V/def2-TZVPD" total_charge=+1 relative_energy_kcal_mol=149.6 lumo_ev=-8.23
Zr 2.3960 -3.0806 5.8223 1.43
C -1.4683 1.1110 -1.7530 0.87
O -0.7871 2.0194 -2.0811 -0.16
O -2.2934 0.9062 -2.6001 -0.46
O -0.5006 0.3976 -1.5967 -0.25
Cl 2.6534 -1.3537 2.2086 -0.43

=====

Record 6
12
Properties=species:S:1:pos:R:3:mulliken_spin:R:1 method="wB97M-V/def2-TZVPD" multiplicity=5 lumo_ev="-1.91 / -2.01"
N -0.2689 -1.1447 1.0554 0.01
S -1.1008 -2.3736 0.2755 0.00
O -0.3225 -2.4974 -1.0826 -0.04
O -2.5430 -2.1977 -0.1820 0.02
S -0.0761 0.3578 0.6133 -0.01
O -0.5172 0.3319 -0.8364 0.02
O -0.0242 0.8701 2.0029 0.01
Cr -1.1398 -1.0050 -2.0199 4.01
C 1.2373 1.6568 0.1213 -0.01
F 0.8021 2.8763 0.4051 0.00
F 2.3537 1.4302 0.7985 0.00
F 1.5995 1.6954 -1.1510 0.00

=====

Record 7
58
Properties=species:S:1:pos:R:3:mulliken_charge:R:1 method="wB97M-V/def2-TZVPD" total_charge=-1 lumo_ev=-2.66
K 4.5421 1.8294 5.6823 0.98
K 3.1328 -6.0585 1.4058 0.99
K -4.7258 -1.8933 3.4010 0.99
K -0.5943 -1.7248 6.9729 0.98
K 3.8788 1.1150 -2.7965 0.99
N 1.2402 2.5248 7.9401 -0.26
S 1.5049 3.3524 9.4473 1.05
O 0.7132 3.0117 10.5927 -0.55
O 2.0004 4.7264 9.3441 -0.52
F 2.8201 2.5003 9.7266 -0.28
S 0.3072 3.5658 7.4676 1.02
O 0.8637 4.7233 6.7463 -0.58
O -0.9700 3.7686 8.1859 -0.58
F -0.0664 2.6023 6.2514 -0.27
N -6.9108 3.4985 2.3710 -0.26
S -5.4888 3.6151 2.8534 1.00
O -4.6580 4.7678 2.5140 -0.58
O -4.8748 2.3222 2.9776 -0.58
F -5.7513 3.9268 4.3612 -0.28
S -6.5494 2.9572 0.8135 1.11
O -6.3080 1.5850 0.5311 -0.55
O -5.9642 3.9289 -0.1034 -0.57
F -8.0497 3.1830 0.3625 -0.28
N 0.4335 -4.8173 -5.3561 -0.30
S 0.8534 -4.1597 -4.0638 1.08
O 1.3282 -2.7952 -4.1976 -0.54
O 1.3660 -5.0744 -3.0631 -0.65
F -0.6319 -3.9887 -3.4062 -0.30
S 1.5811 -4.1645 -6.3675 1.14
O 2.9737 -4.4801 -5.9898 -0.60
O 1.2365 -2.9051 -7.0121 -0.55
F 1.4643 -5.2831 -7.5307 -0.28
N 7.5129 -0.7331 -1.4319 -0.26
S 7.3615 -1.7635 -0.3264 1.03
O 8.5466 -2.0680 0.5218 -0.61
O 6.3119 -2.8058 -0.3473 -0.58
F 6.6261 -0.7091 0.6203 -0.32
S 8.3898 -1.8598 -2.3885 1.07
O 7.5321 -2.8226 -3.1099 -0.52
O 9.7630 -2.1997 -1.9082 -0.54
F 8.6692 -0.7831 -3.5391 -0.26
N -3.8694 0.5350 -6.7092 -0.26
S -4.7894 -0.4554 -7.4145 1.11
O -6.1501 0.0364 -7.6067 -0.59
O -4.5682 -1.8751 -7.0960 -0.59
F -3.9937 -0.3022 -8.8459 -0.32
S -4.4931 0.2223 -5.1413 1.00
O -4.2734 -1.0504 -4.4648 -0.54
O -5.8070 0.8588 -4.9044 -0.59
F -3.5313 1.2155 -4.3594 -0.24
C -0.4483 0.6512 0.4914 0.56
F -0.7148 1.7056 1.2461 -0.19
F -1.5882 0.0480 0.1064 -0.18
F 0.2567 1.0917 -0.5801 -0.20
S 0.5182 -0.5803 1.6232 1.06
O -0.5053 -1.0300 2.6249 -0.72
O 0.8867 -1.6721 0.6893 -0.62
O 1.6605 0.1857 2.1886 -0.67

=====

Record 8
7
Properties=species:S:1:pos:R:3:mulliken_charge:R:1 method="wB97M-V/def2-TZVPD" total_charge=-1 relative_energy_kcal_mol=41.9 lumo_ev="0.37 / -0.19"
C 0.8438 0.8698 -0.3300 0.33
O 1.7443 -1.4833 0.5155 -0.51
O -0.3440 -1.5414 -0.7616 -0.42
F 1.8629 1.3471 0.4146 -0.14
F -0.1869 1.6968 -0.0860 -0.12
S 0.4348 -0.8869 0.2724 0.77
I -4.3550 -0.0022 -0.0249 -0.90

=====

What are the molecular weight values for these records? In order: 214.80, 165.52, 266.38, 109.54, 186.69, 263.14, 1245.22, 240.98 g/mol.